Record 1
This record from the OMol25 dataset describes C36H58N6O2Ti as an isolated structure. The level of theory is ωB97M-V/def2-TZVPD.

Positions of all 103 atoms, in Å:
Ti  0.06  -0.42  0.36
C  -2.97  -1.00  0.92
N  -2.17  -0.06  0.13
C  -2.61  -0.11  -1.28
C  -2.32  1.30  0.69
C  -1.35  2.27  0.05
N  0.02  1.70  -0.05
C  0.62  2.04  -1.37
C  1.98  1.47  -1.71
C  2.66  2.18  -2.70
C  3.87  1.75  -3.21
C  4.38  0.56  -2.70
C  3.75  -0.18  -1.71
C  2.52  0.29  -1.19
O  1.90  -0.39  -0.20
C  4.34  -1.52  -1.24
C  5.67  -1.83  -1.92
C  3.36  -2.64  -1.62
C  4.60  -1.51  0.28
C  4.65  2.51  -4.28
C  6.03  2.90  -3.73
C  4.83  1.61  -5.52
C  3.94  3.79  -4.72
C  0.92  2.26  1.01
C  0.50  2.06  2.45
C  0.49  3.18  3.27
C  0.29  3.09  4.64
C  0.13  1.81  5.17
C  0.11  0.65  4.40
C  0.27  0.80  3.02
O  0.18  -0.29  2.20
C  -0.05  -0.73  5.05
C  -1.31  -1.44  4.54
C  -0.17  -0.63  6.57
C  1.19  -1.60  4.74
C  0.29  4.35  5.50
C  0.03  4.05  6.98
C  1.64  5.06  5.38
C  -0.82  5.29  5.01
H  -4.04  -0.74  0.87
H  -2.64  -0.98  1.96
H  -2.84  -2.01  0.53
H  -3.65  0.20  -1.38
H  -2.51  -1.13  -1.65
H  -1.99  0.54  -1.90
H  -2.14  1.23  1.77
H  -3.34  1.67  0.54
H  -1.33  3.19  0.63
H  -1.69  2.54  -0.95
H  0.68  3.13  -1.44
H  -0.10  1.73  -2.13
H  2.22  3.10  -3.07
H  5.32  0.20  -3.08
H  5.57  -1.93  -3.00
H  6.05  -2.78  -1.54
H  6.42  -1.06  -1.71
H  3.26  -2.70  -2.70
H  2.37  -2.47  -1.21
H  3.74  -3.61  -1.26
H  5.31  -0.72  0.54
H  5.04  -2.46  0.57
H  3.69  -1.33  0.85
H  6.61  2.02  -3.44
H  5.93  3.54  -2.85
H  6.60  3.44  -4.48
H  5.38  0.70  -5.27
H  5.39  2.14  -6.29
H  3.87  1.32  -5.93
H  3.81  4.48  -3.89
H  2.95  3.57  -5.15
H  4.53  4.29  -5.49
H  1.00  3.33  0.83
H  1.90  1.82  0.84
H  0.67  4.15  2.82
H  0.00  1.71  6.24
H  -2.20  -0.81  4.68
H  -1.47  -2.36  5.09
H  -1.23  -1.69  3.48
H  -1.05  -0.06  6.87
H  0.71  -0.16  7.02
H  -0.26  -1.63  6.99
H  1.33  -1.73  3.67
H  1.07  -2.58  5.21
H  2.09  -1.13  5.15
H  0.81  3.41  7.40
H  -0.93  3.56  7.13
H  0.02  4.98  7.54
H  2.45  4.40  5.72
H  1.66  5.96  5.99
H  1.86  5.35  4.35
H  -1.80  4.82  5.08
H  -0.67  5.59  3.97
H  -0.84  6.20  5.61
N  2.32  -4.27  1.20
C  1.29  -5.11  1.01
N  1.41  -6.38  1.37
N  0.11  -4.75  0.48
C  -0.06  -3.52  0.12
N  -0.28  -2.43  -0.20
H  3.21  -4.62  1.51
H  2.31  -3.35  0.80
H  2.22  -6.72  1.87
H  0.61  -6.98  1.28

Its multiplicity is 2. The calculation puts the largest force on an atom at 0.6 eV/Å. The energy above the lowest of the compared OMol25 structures with the same formula, charge and spin is 0.006 eV. The HOMO-LUMO gap (spin up / spin down) comes out at 0.2863 / 0.2988 Eh. Its LUMO energy (spin up / spin down) is -2.06 / -1.99 eV. Its HOMO energy (spin up / spin down) is -0.3621 / -0.3718 hartree. The expectation value of S² is 0.753. Its total charge is +1.

=====

Record 2
This record from the OMol25 dataset describes a 7-piece molecular cluster, C50H39F18N7O13 overall. The level of theory is ωB97M-V/def2-TZVPD.

Positions of all 127 atoms, in Å:
C  1.48  -0.07  -1.35
C  1.00  -1.27  -2.20
F  0.86  -0.77  -3.49
C  2.10  -2.31  -2.17
C  3.30  -2.12  -3.13
O  3.95  -1.14  -3.22
N  3.55  -3.28  -3.87
C  2.24  -4.00  -4.00
C  1.77  -3.80  -2.56
C  0.53  -4.51  -2.02
F  0.13  -3.87  -0.91
F  0.99  -5.70  -1.54
C  -0.64  -4.91  -2.95
F  -1.35  -5.78  -2.21
F  -0.19  -5.65  -3.94
C  -1.69  -3.84  -3.39
F  -1.83  -2.89  -2.48
F  -2.87  -4.46  -3.40
C  -1.58  -3.25  -4.80
F  -1.55  -4.20  -5.72
F  -0.47  -2.55  -4.98
C  -2.77  -2.32  -5.24
F  -3.88  -2.99  -5.44
F  -2.40  -1.93  -6.47
C  -3.01  -1.01  -4.43
F  -1.93  -0.52  -3.83
F  -3.35  -0.08  -5.33
C  -4.20  -1.04  -3.41
F  -4.47  -2.24  -2.92
F  -5.29  -0.66  -4.08
C  -4.07  -0.04  -2.24
F  -5.21  -0.09  -1.57
F  -3.15  -0.41  -1.39
F  -3.90  1.18  -2.62
H  2.54  0.05  -1.61
H  1.00  0.86  -1.66
H  1.45  -0.28  -0.28
H  0.06  -1.58  -1.76
H  2.52  -2.39  -1.17
H  3.91  -3.03  -4.78
H  2.45  -5.03  -4.26
H  1.75  -3.42  -4.78
H  2.58  -4.30  -2.02
C  1.56  4.48  3.42
C  2.78  4.08  3.95
C  3.20  2.77  3.82
C  2.38  1.86  3.16
C  1.16  2.25  2.63
C  0.75  3.56  2.76
N  2.83  0.47  3.00
O  3.90  0.16  3.49
O  2.10  -0.29  2.39
H  1.24  5.51  3.52
H  3.41  4.80  4.46
H  4.15  2.46  4.24
H  0.53  1.53  2.11
H  -0.20  3.87  2.35
C  -1.46  -6.34  3.98
C  -1.34  -5.88  2.68
C  -0.18  -5.23  2.28
C  0.84  -5.05  3.19
C  0.73  -5.50  4.50
C  -0.43  -6.15  4.89
N  2.09  -4.38  2.77
O  2.15  -3.98  1.62
O  2.98  -4.28  3.59
H  -2.36  -6.86  4.29
H  -2.14  -6.03  1.97
H  -0.09  -4.87  1.26
H  1.54  -5.36  5.20
H  -0.52  -6.51  5.90
C  7.87  -1.51  -4.72
C  9.04  -0.91  -5.18
C  9.19  0.47  -5.07
C  8.18  1.21  -4.49
C  7.01  0.62  -4.03
C  6.86  -0.75  -4.15
N  8.35  2.67  -4.35
O  9.38  3.16  -4.78
O  7.46  3.29  -3.81
H  7.76  -2.59  -4.80
H  9.82  -1.50  -5.62
H  10.10  0.94  -5.42
H  6.22  1.21  -3.59
H  5.95  -1.22  -3.79
C  -4.41  0.77  4.41
C  -4.83  1.77  3.54
C  -4.17  2.99  3.53
C  -3.09  3.19  4.38
C  -2.67  2.20  5.25
C  -3.34  0.98  5.26
N  -2.37  4.46  4.34
O  -2.77  5.32  3.57
O  -1.40  4.59  5.07
H  -4.93  -0.18  4.42
H  -5.67  1.60  2.88
H  -4.49  3.77  2.86
H  -1.83  2.36  5.91
H  -3.02  0.20  5.94
C  -8.36  -3.99  1.67
C  -7.17  -3.35  1.32
C  -7.06  -1.97  1.48
C  -8.13  -1.26  1.99
C  -9.31  -1.89  2.33
C  -9.43  -3.26  2.17
N  -8.00  0.19  2.18
O  -6.94  0.71  1.85
O  -8.94  0.79  2.66
H  -8.44  -5.06  1.55
H  -6.34  -3.92  0.92
H  -6.14  -1.48  1.20
H  -10.15  -1.32  2.73
H  -10.35  -3.76  2.44
C  2.76  11.20  0.86
C  2.28  10.28  -0.06
C  2.28  8.93  0.25
C  2.76  8.52  1.49
C  3.24  9.43  2.41
C  3.25  10.78  2.09
N  2.73  7.09  1.83
O  2.32  6.31  0.99
O  3.13  6.76  2.94
H  2.76  12.25  0.62
H  1.91  10.61  -1.02
H  1.91  8.21  -0.46
H  3.62  9.10  3.37
H  3.62  11.50  2.81

Its multiplicity is 1. The calculation puts the largest force on an atom at 2.7 eV/Å. The HOMO-LUMO gap comes out at 0.3140 Eh. Its LUMO energy is -0.92 eV. Its HOMO energy is -0.3478 hartree. As for the SMILES: C[C@@H](F)[C@@H]1C(=O)NC[C@@H]1C(F)(F)C(F)(F)C(F)(F)C(F)(F)C(F)(F)C(F)(F)C(F)(F)C(F)(F)F.O=[N+]([O-])c1ccccc1.O=[N+]([O-])c1ccccc1.O=[N+]([O-])c1ccccc1.O=[N+]([O-])c1ccccc1.O=[N+]([O-])c1ccccc1.O=[N+]([O-])c1ccccc1.

=====

Record 3
This record from the OMol25 dataset describes CHAgLiO2 as an isolated structure. The level of theory is ωB97M-V/def2-TZVPD.

Positions of all 6 atoms, in Å:
O  -0.97  0.46  0.60
C  -0.70  -0.62  0.08
O  0.45  -1.06  -0.22
Ag  1.19  1.26  0.50
H  -0.73  -2.83  -2.05
Li  0.91  -2.46  -1.41

Its multiplicity is 2. The calculation puts the largest force on an atom at 2.0 eV/Å. The energy above the lowest of the compared OMol25 structures with the same formula, charge and spin is 0.998 eV. The HOMO-LUMO gap (spin up / spin down) comes out at 0.1859 / 0.1494 Eh. Its LUMO energy (spin up / spin down) is -1.81 / -2.34 eV. Its HOMO energy (spin up / spin down) is -0.2522 / -0.2353 hartree. The expectation value of S² is 0.764.